Entry 1:
This record from the Open Molecules 2025 dataset describes an isolated molecule of C18H19N3O6 at a distorted geometry. The level of theory is the ωB97M-V functional and the def2-TZVPD basis.

Last column: natural (NBO) charge in e.
Atoms and positions in Å:
H 0.091 -4.814 -2.942  0.214
C -2.607 -0.321 -1.684  0.597
O 1.612 0.118 -2.359  -0.360
C 2.614 1.090 2.665  -0.200
C 1.849 0.791 0.332  -0.214
C -0.424 -3.851 -2.805  -0.207
H 4.273 0.107 3.452  0.223
H -2.827 -2.885 -0.773  0.216
H 0.517 -2.672 -4.320  0.221
H -1.519 -4.951 -1.561  0.220
H 3.798 -0.469 1.932  0.207
C 0.337 0.438 2.249  -0.205
H -0.556 4.200 1.056  0.246
H 0.426 -0.627 2.441  0.191
H 2.875 -1.045 3.339  0.215
H -2.827 1.252 -0.375  0.268
C 0.658 1.287 -0.609  -0.035
C -0.902 0.745 1.407  -0.002
O -1.974 -1.288 1.588  -0.364
N 1.507 0.999 1.764  -0.458
H 0.179 0.822 3.241  0.216
H -0.761 -0.573 -3.732  0.226
C -1.901 0.895 -0.974  -0.547
H -0.261 -0.482 -0.238  0.260
C -1.405 -3.931 -1.851  -0.231
C -2.079 -2.801 -1.520  -0.123
C -1.148 2.244 1.556  -0.098
C -0.646 0.537 -0.114  -0.213
O 0.541 1.925 -2.803  -0.337
H -1.571 1.645 -1.729  0.265
H -1.725 2.692 2.368  0.240
O -3.848 -0.355 -1.747  -0.516
N -2.011 -0.139 1.868  0.551
O 1.022 3.680 -0.717  -0.498
C -0.188 -2.684 -3.458  -0.204
C -1.823 -1.548 -2.083  -0.194
H 2.023 -0.299 0.152  0.204
N 0.912 1.067 -2.022  0.520
H 2.810 1.292 0.190  0.235
H 2.130 1.385 3.571  0.196
C 3.385 -0.160 2.869  -0.639
O -2.843 0.300 2.586  -0.352
C 0.437 2.770 -0.192  0.525
C -0.428 3.180 0.831  -0.285
C -0.968 -1.493 -3.178  -0.179
H 3.246 1.927 2.329  0.203

Results
**Spin multiplicity**: 1
**Structure (SMILES)**: CCN1C[C@@]2([N+](=O)[O-])C=CC(=O)[C@@]([N+](=O)[O-])(C1)[C@@H]2CC(=O)c1ccccc1
**Frontier orbital gap**: 8.668 eV



Entry 2:
This record from the Open Molecules 2025 dataset describes an isolated molecule of C18H19NO2 at a distorted geometry. The level of theory is the ωB97M-V functional and the def2-TZVPD basis.

Last column: natural (NBO) charge in e.
Atoms and positions in Å:
C 1.434 2.095 1.125  -0.252
H 3.167 0.999 3.910  0.240
H 1.144 -1.279 1.338  0.234
C -1.326 0.025 -0.975  0.328
O -0.600 1.204 -0.925  -0.718
C 2.635 0.958 2.962  -0.311
C -3.206 -1.377 -4.527  -0.212
H -1.645 1.396 -3.250  0.228
H -3.713 -1.720 -5.410  0.214
H -1.106 0.755 1.698  0.219
C -0.731 -0.259 1.511  -0.429
H 4.552 0.882 1.864  0.219
C 0.838 -0.279 1.614  -0.166
H 1.771 2.766 0.356  0.219
C -2.642 -0.076 -4.474  -0.225
O 0.714 -0.119 4.038  -0.528
H 0.096 0.985 -0.287  0.516
C 2.137 2.339 2.460  -0.422
H -3.569 -3.195 -3.395  0.210
C -1.962 -0.471 -2.166  -0.032
H 3.834 -0.659 2.236  0.213
H 3.465 1.147 -0.079  0.206
C 1.361 0.068 3.032  0.598
C -2.060 -1.993 0.173  -0.192
C -1.339 -0.764 0.187  -0.111
H -1.175 -0.868 2.313  0.247
H 3.026 3.012 2.378  0.213
H -2.110 -2.619 1.043  0.210
H 3.165 -0.573 -0.012  0.212
C -2.549 -1.735 -2.184  -0.105
C -3.127 -2.203 -3.374  -0.173
H -2.749 0.601 -5.349  0.214
N 1.523 0.663 0.661  -0.469
C -2.046 0.396 -3.308  -0.193
C 3.598 0.350 1.905  -0.431
C 3.001 0.370 0.537  -0.220
H -3.102 -3.449 -1.037  0.208
C -2.567 -2.494 -1.040  -0.196
H 0.383 2.299 1.266  0.211
H 1.478 2.818 3.182  0.226

Results
**Spin multiplicity**: 1
**Structure (SMILES)**: O=C1C2CCN(CC2)[C@@H]1Cc1ccc2ccccc2c1O
**Frontier orbital gap**: 8.200 eV



Entry 3:
This record from the Open Molecules 2025 dataset describes a structure of composition C18H19NO2Sn at a distorted geometry. The level of theory is the ωB97M-V functional and the def2-TZVPD basis.

Last column: natural (NBO) charge in e.
Atoms and positions in Å:
O -2.853 1.217 2.475  -0.587
H -1.193 2.151 -4.241  0.204
C -2.436 0.735 -3.221  -0.451
C 4.076 -1.111 2.831  -0.214
C 0.746 -0.326 4.401  -0.125
H 0.844 -0.715 5.415  0.224
H 4.549 -0.951 0.715  0.223
C 3.803 -0.787 1.486  -0.173
H -3.510 1.002 -1.333  0.211
C -0.525 -1.478 -2.832  -0.476
C 2.573 -0.248 1.139  -0.257
C -1.220 1.667 -3.255  -0.382
O -1.362 2.423 1.217  -0.861
H -1.356 0.251 4.595  0.253
H -1.011 -1.406 -3.815  0.204
N 0.530 0.797 1.880  -0.603
C -2.839 0.302 -1.851  -0.189
H -3.284 1.300 -3.632  0.215
C 1.637 0.022 2.152  0.253
C 0.173 1.042 -2.939  -0.486
H 1.198 -0.567 -1.945  0.162
Sn 0.623 2.659 0.655  0.871
H 5.067 -1.482 3.089  0.223
H -2.249 -2.649 -2.221  0.215
H 0.648 1.679 -2.142  0.214
H -1.396 2.467 -2.524  0.204
C -2.466 -0.806 -1.214  -0.192
H 0.790 1.148 -3.855  0.215
C -0.527 0.799 2.720  0.111
H 2.313 -0.018 0.104  0.231
H -2.872 -0.995 -0.203  0.212
H 0.184 -2.331 -2.832  0.216
C 0.303 -0.342 -2.526  -0.082
H -1.120 -2.410 -0.922  0.207
C -0.460 0.222 3.985  -0.225
C -1.601 -1.887 -1.763  -0.432
C -1.710 1.507 2.145  0.743
C 1.833 -0.437 3.500  -0.122
H -2.299 -0.112 -3.888  0.201
C 3.102 -0.997 3.812  -0.172
H 3.297 -1.334 4.835  0.221

Results
**Spin multiplicity**: 1
**Frontier orbital gap (alpha / beta)**: 6.044 / 4.932 eV



Entry 4:
This record from the Open Molecules 2025 dataset describes an isolated molecule of C18H19NO3 at a distorted geometry. The level of theory is the ωB97M-V functional and the def2-TZVPD basis.

Last column: natural (NBO) charge in e.
Atoms and positions in Å:
C -3.940 1.353 -2.302  -0.417
C 5.599 -0.880 2.683  -0.211
H 5.161 -2.631 3.930  0.215
H -2.636 2.580 -1.125  0.205
H -2.571 -0.722 -3.232  0.188
H -2.455 -1.455 -0.985  0.240
C 4.725 -1.846 3.317  -0.209
C -3.073 1.332 -3.481  -0.405
H -2.542 2.309 -3.617  0.195
C -2.101 0.586 -0.630  -0.006
O -0.323 -2.218 0.868  -0.444
H -1.282 0.222 -4.119  0.213
C -2.220 -0.847 -0.100  -0.482
C -1.203 0.426 -1.936  -0.407
C -2.037 0.251 -3.255  -0.386
H -4.520 0.459 -2.247  0.200
H -1.824 1.736 1.299  0.219
H 2.773 -2.711 3.419  0.221
H -3.500 1.055 -4.460  0.218
C 0.801 0.190 1.642  0.638
H -0.507 -0.358 -1.904  0.208
C -1.000 -1.051 0.679  0.405
C 0.966 -2.124 1.153  0.889
C 5.111 0.046 1.854  -0.222
H 5.897 0.685 1.332  0.224
H -3.851 1.825 -0.192  0.218
H 6.680 -0.819 2.929  0.214
H -0.675 1.358 -2.015  0.199
C -3.206 1.604 -1.010  -0.383
H -0.567 2.036 0.110  0.228
N 1.517 -1.019 1.769  -0.481
H 3.334 0.658 0.650  0.231
C -1.240 1.298 0.459  -0.390
C 3.407 -1.935 3.007  -0.193
C 2.810 -0.979 2.169  0.128
C 3.663 -0.035 1.511  -0.164
O 1.285 1.259 1.993  -0.570
O 1.795 -2.932 0.787  -0.572
H -4.716 2.132 -2.466  0.212
C -0.409 0.130 0.996  -0.200
H -3.124 -0.970 0.518  0.234

Results
**Spin multiplicity**: 1
**Structure (SMILES)**: O=c1oc2c(c(=O)n1-c1ccccc1)CC1(CCCCC1)C2
**Frontier orbital gap**: 8.921 eV



The evaluated M for the records listed, in turn: 373.365, 281.355, 400.066, 297.354 g/mol.
The evaluated energy above the lowest of the compared OMol25 structures with the same formula, charge and spin for the records listed, in turn: 944.0, 141.6, 84.2, 279.1 kJ/mol.